Record 1
Here is C39H60GeN5OP3STi as an isolated structure in a non-equilibrium geometry from the OMol25 dataset. Energies are from ωB97M-V/def2-TZVPD.

Output
- Multiplicity: 4
- ΔE to the lowest compared entry with this formula, charge and spin: 18.9 kcal per mole
- LUMO (spin up / spin down): -2.606 / -5.396 eV
- Total charge: +1
- Molecular weight: 860.4 g mol⁻¹
- HOMO (spin up / spin down): -9.25 / -10.06 eV
- Gap between HOMO and LUMO (spin up / spin down): 6.6 / 4.7 eV

```
111
Properties=species:S:1:pos:R:3:forces:R:3
Ti -0.109 -0.220 0.156 -0.0273 -0.1401 -0.2293
C -3.532 1.399 2.628 0.1303 0.0672 0.0780
C -3.374 2.178 1.326 0.0935 -0.4064 0.1116
C -4.635 2.058 0.474 0.2337 0.1208 -0.0216
P -1.773 1.711 0.442 -0.7773 1.6205 0.0996
C -0.631 2.772 1.470 0.1923 0.1677 -0.2661
N -0.339 2.097 2.704 -0.2121 -1.7109 -0.5529
Ge -0.003 0.071 2.725 0.2584 0.3746 2.7662
N -1.322 -1.373 3.516 1.4098 0.8069 -1.0278
C -2.007 -2.260 2.614 -0.2064 -0.1436 -0.3351
P -1.314 -2.266 0.872 -0.7451 -1.1427 0.6503
C -2.845 -2.545 -0.165 0.1813 0.2119 0.1086
C -2.476 -2.969 -1.582 0.1149 -0.0713 0.0052
C -3.600 -1.224 -0.249 0.0671 -0.0798 0.1000
C -0.417 -3.909 0.866 0.0272 0.3680 -0.0582
C 0.393 -4.047 -0.422 0.1431 0.1938 0.0179
C -1.309 -5.130 1.087 0.0564 0.2338 0.1432
C -2.003 -0.902 4.596 -0.1248 0.4779 0.4339
C -3.217 -1.410 5.080 0.0988 -0.0818 -0.1853
C -3.849 -0.805 6.146 -0.0071 0.1421 0.1002
C -3.320 0.335 6.732 -0.0234 -0.0363 0.0659
C -2.102 0.832 6.296 0.0574 -0.0302 -0.0905
C -1.430 0.199 5.272 -0.9563 -0.2024 0.1343
N -0.118 0.572 4.834 0.0718 -0.0384 -0.1414
C 0.203 1.973 4.973 0.1844 0.9745 -0.1323
C 0.645 2.536 6.154 -0.0312 -0.0770 -0.0042
C 0.883 3.898 6.231 0.0120 0.0776 0.0945
C 0.686 4.697 5.118 0.0360 -0.0048 0.1320
C 0.300 4.144 3.915 -0.0686 -0.1308 -0.2845
C 0.058 2.768 3.817 0.1963 -0.1145 0.5414
C 0.870 -0.243 5.491 0.7949 -0.7034 0.1969
C 0.799 -0.618 6.819 -0.0631 0.0422 -0.0554
C 1.842 -1.330 7.388 0.0191 -0.0075 0.1221
C 2.947 -1.664 6.621 -0.0253 -0.0310 0.1200
C 2.997 -1.350 5.278 -0.0641 0.0730 -0.2340
C 1.946 -0.642 4.685 -0.2049 -0.0229 0.5472
N 1.875 -0.284 3.367 -1.1503 0.4781 -1.2161
C 2.783 -0.930 2.455 0.0743 -0.3210 -0.2254
P 2.337 -0.538 0.704 1.1763 0.3840 0.6210
C 2.690 1.294 0.671 -0.0112 -0.1515 -0.0508
C 2.635 1.738 -0.790 -0.2278 -0.0772 0.0910
C 3.905 1.833 1.420 -0.2002 -0.0967 0.0442
C 3.657 -1.424 -0.292 -0.5132 0.1229 -0.0987
C 3.683 -2.892 0.142 -0.2002 0.1165 -0.0221
C 5.073 -0.858 -0.267 -0.2380 0.1097 -0.0453
C -1.926 2.702 -1.136 0.1534 -0.1679 0.0090
C -0.694 2.453 -2.003 -0.2035 -0.3410 0.0599
C -2.160 4.201 -0.964 -0.1695 -0.2561 0.0937
H -4.403 1.761 3.172 -0.1101 0.0089 0.0480
H -2.664 1.515 3.276 -0.0695 0.0095 0.0210
H -3.676 0.336 2.443 -0.0225 -0.0850 0.0018
H -3.236 3.236 1.588 0.0646 -0.1567 -0.1384
H -4.831 1.031 0.177 -0.0496 -0.0539 -0.0245
H -4.574 2.672 -0.420 -0.0908 0.0281 -0.1105
H -5.482 2.410 1.062 -0.0585 -0.0222 0.0028
H -1.132 3.727 1.680 0.0695 -0.1363 -0.1453
H 0.273 2.994 0.872 -0.1744 0.1590 0.0912
H -3.076 -2.008 2.534 0.1117 -0.0782 0.0054
H -1.931 -3.288 2.995 -0.1284 0.1379 -0.0568
H -3.470 -3.302 0.326 0.1180 0.0648 -0.0139
H -1.641 -2.358 -1.936 -0.2167 -0.2027 -0.0819
H -3.322 -2.807 -2.246 -0.1049 0.0131 -0.0528
H -2.206 -4.017 -1.650 0.0679 -0.1120 -0.0258
H -2.983 -0.490 -0.785 -0.2336 -0.1029 0.0835
H -3.843 -0.839 0.740 -0.0154 0.1228 -0.0074
H -4.531 -1.363 -0.797 -0.0775 0.0142 -0.0554
H 0.274 -3.812 1.720 -0.0848 0.0248 -0.1284
H -0.211 -4.478 -1.214 -0.0489 -0.0114 -0.0974
H 1.242 -4.709 -0.270 0.0670 -0.0622 -0.0167
H 0.739 -3.063 -0.760 0.1251 -0.3766 -0.0193
H -2.001 -5.263 0.260 -0.0786 -0.0269 -0.0925
H -1.884 -5.061 2.008 -0.0669 -0.0865 0.0460
H -0.691 -6.024 1.151 0.0436 -0.0569 -0.0081
H -3.645 -2.302 4.649 -0.0253 -0.0171 -0.1083
H -4.770 -1.221 6.522 -0.1178 -0.0527 0.0260
H -3.829 0.816 7.551 -0.0990 0.0669 0.0885
H -1.672 1.707 6.760 0.0140 0.0639 0.0495
H 0.802 1.916 7.024 0.0246 -0.0565 0.0609
H 1.217 4.331 7.161 0.0257 0.0314 0.0823
H 0.847 5.763 5.185 0.0397 0.0683 -0.0140
H 0.176 4.781 3.051 0.0351 -0.0185 -0.0687
H -0.065 -0.357 7.412 -0.0389 0.0151 0.0242
H 1.794 -1.610 8.429 0.0050 -0.0136 0.0601
H 3.779 -2.181 7.075 0.0499 -0.0832 0.0256
H 3.859 -1.631 4.695 0.0589 -0.0599 -0.0715
H 2.749 -2.024 2.574 0.1490 0.0975 -0.0170
H 3.814 -0.593 2.634 -0.0875 -0.1315 -0.0464
H 1.809 1.694 1.200 0.0945 0.0476 -0.0955
H 3.534 1.441 -1.326 0.0332 -0.0550 -0.0706
H 2.554 2.822 -0.866 -0.0577 0.0426 -0.0335
H 1.779 1.271 -1.295 0.1867 0.2375 -0.2025
H 4.842 1.453 1.030 0.0895 -0.0359 -0.0499
H 3.844 1.609 2.484 0.0289 -0.0152 0.0801
H 3.917 2.917 1.321 0.0335 0.1235 -0.0117
H 3.265 -1.360 -1.318 0.0734 -0.0671 0.1484
H 4.336 -3.024 1.002 0.0263 -0.0049 0.1038
H 4.066 -3.512 -0.665 0.0206 -0.0725 -0.0464
H 2.687 -3.241 0.406 0.0447 -0.1722 0.0043
H 5.457 -0.806 0.750 0.0926 0.0373 0.0638
H 5.136 0.124 -0.730 0.0577 0.0515 0.0488
H 5.717 -1.528 -0.835 0.0621 -0.0452 -0.0154
H -2.798 2.265 -1.642 0.1486 -0.0154 0.0971
H 0.178 2.960 -1.587 0.0633 -0.0326 -0.0017
H -0.847 2.839 -3.009 0.0103 0.0367 -0.0638
H -0.492 1.378 -2.093 0.0610 0.4988 -0.1004
H -1.283 4.694 -0.549 0.0634 0.0436 0.0639
H -3.023 4.422 -0.341 -0.0381 0.0954 0.0614
H -2.342 4.628 -1.948 -0.0075 0.1157 -0.0708
O 0.869 0.210 -3.578 0.1626 -0.2840 -0.4259
S 0.550 -1.088 -2.943 0.1023 0.4373 -0.2534
N 0.054 -0.843 -1.497 0.2471 -0.4674 -0.7570
```
Positions in Å, forces in eV/Å.

Record 2
Here is C4H5NO as an isolated structure in a non-equilibrium geometry from the OMol25 dataset. Energies are from ωB97M-V/def2-TZVPD.

Output
- ΔE to the lowest compared entry with this formula, charge and spin: 101.6 kcal per mole
- LUMO: 0.683 eV
- Total charge: 0
- Molecular weight: 83.1 g mol⁻¹
- HOMO: -6.45 eV
- Gap between HOMO and LUMO: 7.1 eV

```
11
Properties=species:S:1:pos:R:3:forces:R:3
O -1.875 0.512 0.074 0.3532 0.6428 0.2243
C -0.633 0.231 0.396 -0.8184 1.1708 1.8141
C 0.530 1.100 0.167 -0.7843 0.2198 -0.0224
C 1.286 0.115 -0.461 0.0150 -1.1906 -0.2059
C 0.602 -1.082 -0.285 2.4844 -1.4027 -0.5163
N -0.356 -0.988 0.854 -0.7874 0.6881 -0.6204
H -1.791 1.395 -0.330 -0.3614 0.1287 -0.0706
H 0.853 1.959 0.723 -0.2515 0.2055 0.1977
H 2.234 0.232 -0.981 -0.3962 -0.0298 -0.2414
H 0.269 -1.817 -0.983 0.5711 -0.5599 -0.3725
H -1.118 -1.658 0.829 -0.0247 0.1272 -0.1866
```
Positions in Å, forces in eV/Å.